No. 1
{
  "formula": "C2H6N3O3",
  "method": "ωB97M-V/def2-TZVPD",
  "species": ["C", "C", "N", "N", "N", "O", "O", "O", "H", "H", "H", "H", "H", "H"],
  "xyz": [[-0.935, -0.530, -0.650], [1.212, 0.604, -1.292], [-1.624, -1.401, -0.316], [-1.693, -1.149, 2.653], [-0.208, 0.452, -0.921], [-1.670, -1.137, 3.979], [-2.285, -2.052, 2.136], [-1.072, -0.255, 2.167], [1.256, 1.075, -2.213], [1.474, -0.395, -1.418], [1.541, 1.103, -0.452], [-2.205, -1.997, 0.208], [-0.931, -0.682, 4.405], [-0.922, 1.186, -0.912]],
  "total_charge": 1,
  "homo_ev": -15.66,
  "energy_ev": -12771.31308,
  "gap_ha": 0.440
}

***

No. 2
{
  "formula": "H24O12",
  "method": "ωB97M-V/def2-TZVPD",
  "species": ["O", "H", "H", "O", "H", "H", "O", "H", "H", "O", "H", "H", "O", "H", "H", "O", "H", "H", "O", "H", "H", "O", "H", "H", "O", "H", "H", "O", "H", "H", "O", "H", "H", "O", "H", "H"],
  "xyz": [[0.462, 0.645, -0.725], [1.320, 0.462, -0.327], [-0.018, -0.199, -0.397], [-1.754, 3.037, -0.485], [-2.566, 2.649, -0.616], [-1.791, 3.325, 0.467], [0.879, -0.706, 1.652], [0.434, -0.605, 2.455], [0.604, -1.508, 1.175], [4.097, -2.437, 1.577], [3.487, -3.090, 2.070], [4.227, -1.669, 2.117], [0.533, -0.711, -2.429], [1.421, -1.061, -2.319], [0.635, 0.243, -2.331], [0.835, -2.579, -0.748], [0.515, -3.043, 0.037], [1.270, -1.826, -0.402], [-1.091, 2.128, 2.143], [-1.701, 2.943, 2.207], [-1.196, 1.679, 1.336], [-3.393, -0.969, 1.012], [-3.578, -1.697, 1.632], [-4.186, -0.500, 0.932], [1.729, 1.553, -1.648], [1.187, 2.324, -1.306], [2.480, 1.783, -1.177], [4.644, 1.449, -0.803], [4.108, 1.602, -0.089], [5.567, 1.262, -0.506], [-2.194, 0.426, 0.481], [-2.660, 0.891, 1.076], [-2.665, 0.491, -0.395], [-4.010, -2.240, -1.563], [-4.460, -2.378, -2.403], [-3.171, -1.676, -1.700]],
  "smiles": "O.O.O.O.O.O.O.O.O.O.O.O",
  "total_charge": 0,
  "homo_ev": -8.32,
  "energy_ev": -24951.40503,
  "gap_ha": 0.303
}